Entry 1:
Entry from OMol25: a single CH4ClNOS molecule in a non-equilibrium geometry (ωB97M-V/def2-TZVPD).

Frontier orbital gap (eV): 9.338
DFT total energy (eV): -27995.8022
HOMO energy (hartree): -0.3440
Multiplicity: 1

```
9
CH4ClNOS | OMol25 | ωB97M-V/def2-TZVPD
C 0.418 -0.262 0.445
N 1.403 -0.130 -0.532
O -1.619 1.662 0.231
S -1.201 0.425 -0.432
Cl -2.837 -0.861 0.064
H 0.483 0.133 1.435
H 0.296 -1.266 0.743
H 1.085 -0.411 -1.437
H 1.972 0.710 -0.517
```

Atom charges from the Löwdin analysis, given in e for atoms 1 to 6: C -0.408; N -0.040; O -0.582; S 0.603; Cl 0.123; H 0.091

---

Entry 2:
Entry from OMol25: 2 unconnected molecules or ions with the total composition C5H9NO in a non-equilibrium geometry (ωB97M-V/def2-TZVPD).

Frontier orbital gap (eV): 8.619
SMILES: Cc1cc[nH]c1.O
DFT total energy (eV): -8867.5062
HOMO energy (hartree): -0.2911
Multiplicity: 1

```
16
C5H9NO | OMol25 | ωB97M-V/def2-TZVPD
C 1.635 -2.557 -0.037
C 0.799 -1.408 -0.365
C 0.331 -1.318 -1.696
N -0.455 -0.218 -1.744
C -0.529 0.411 -0.499
C 0.403 -0.257 0.296
H 2.688 -2.202 0.243
H 1.192 -3.124 0.924
H 1.578 -3.332 -0.715
H 0.458 -2.016 -2.509
H -1.015 0.125 -2.522
H -1.229 1.201 -0.229
H 0.639 0.046 1.319
H -1.790 4.196 2.549
H -2.264 5.599 2.231
O -2.440 4.853 2.755
```

Atom charges from the Löwdin analysis, given in e for atoms 1 to 6: C -0.089; C -0.344; C -0.088; N -0.014; C -0.109; C -0.079

---

Entry 3:
Entry from OMol25: a molecular structure, C4H12N4 in a non-equilibrium geometry (ωB97M-V/def2-TZVPD).

Frontier orbital gap (eV): 8.891
DFT total energy (eV): -10294.2176
HOMO energy (hartree): -0.2991
Multiplicity: 1

```
20
C4H12N4 | OMol25 | ωB97M-V/def2-TZVPD
C 0.014 -2.482 -0.524
C 0.953 -0.855 -1.634
C -0.060 -0.229 0.458
C -0.846 1.952 -0.646
H 1.166 -3.116 -0.618
H -0.612 -2.954 0.593
H -0.863 -2.861 -1.489
H 0.402 -1.266 -2.474
H 1.034 0.310 -1.611
H 2.226 -1.021 -1.368
H -0.480 0.127 2.192
H -1.933 2.556 -0.357
H -0.189 2.597 -1.364
H -1.162 1.222 -1.379
H 0.795 2.890 1.155
H 0.479 0.950 2.122
N -0.007 -1.032 -0.631
N -0.189 -0.579 1.597
N -0.052 1.143 0.267
N 0.072 1.932 1.436
```

Atom charges from the Löwdin analysis, given in e for atoms 1 to 6: C -0.167; C -0.166; C -0.544; C -0.131; H 0.144; H 0.149

---

Entry 4:
Entry from OMol25: 7 unconnected molecules or ions with the total composition C7H28O7 in a non-equilibrium geometry (ωB97M-V/def2-TZVPD).

Frontier orbital gap (eV): 9.733
SMILES: CO.CO.CO.CO.CO.CO.CO
DFT total energy (eV): -22041.5196
HOMO energy (hartree): -0.3521
Multiplicity: 1

```
42
C7H28O7 | OMol25 | ωB97M-V/def2-TZVPD
C 4.865 2.307 -1.146
O 3.703 1.486 -1.170
H 5.115 2.724 -2.122
H 4.825 3.057 -0.356
H 5.687 1.699 -0.769
H 2.978 2.109 -1.247
C 1.080 -3.073 2.125
O 0.093 -2.469 2.922
H 0.837 -3.236 1.075
H 1.946 -2.413 2.165
H 1.393 -4.012 2.582
H 0.168 -1.517 2.826
C 0.647 0.704 3.883
O 0.162 0.347 2.620
H 1.702 0.439 3.960
H 0.658 1.779 4.064
H 0.106 0.127 4.634
H 0.640 0.889 1.989
C 0.004 0.888 -0.973
O -0.579 -0.339 -0.618
H -0.120 1.647 -0.200
H 1.053 0.922 -1.268
H -0.620 1.215 -1.805
H -0.784 -0.323 0.319
C -3.529 3.176 -2.665
O -4.080 2.559 -3.749
H -4.185 3.144 -1.796
H -2.516 2.906 -2.367
H -3.478 4.249 -2.845
H -4.847 3.032 -4.079
C 2.535 -2.060 -1.251
O 1.212 -2.428 -1.453
H 2.530 -1.606 -0.260
H 3.080 -3.001 -1.177
H 3.016 -1.465 -2.027
H 0.573 -1.733 -1.279
C -4.029 -1.784 0.072
O -5.232 -1.823 0.847
H -3.705 -0.743 0.076
H -3.221 -2.392 0.478
H -4.251 -2.228 -0.899
H -5.431 -2.762 0.883
```

Atom charges from the Löwdin analysis, given in e for atoms 1 to 6: C -0.160; O -0.130; H 0.080; H 0.074; H 0.078; H 0.055

---

Entry 5:
Entry from OMol25: a molecular structure, C14H21F5IOP2Ru in a non-equilibrium geometry (ωB97M-V/def2-TZVPD).

Frontier orbital gap (spin up / spin down) (eV): 7.088 / 4.347
Charge: +2
DFT total energy (eV): -59731.6059
HOMO energy (spin up / spin down) (hartree): -0.5203 / -0.5722
Multiplicity: 6

```
45
C14H21F5IOP2Ru | OMol25 | ωB97M-V/def2-TZVPD
C -2.001 0.389 -1.685
I -1.922 3.028 -0.398
H -2.298 1.377 -2.083
H -2.915 -0.091 -1.320
H -1.659 -0.191 -2.557
Ru -0.360 -0.066 -0.307
P -2.093 -0.232 1.255
C -2.458 -1.920 1.829
C -1.567 0.776 2.675
H -2.396 0.904 3.379
H -4.412 0.330 1.768
H -1.246 1.757 2.298
H -3.752 1.357 0.447
H -1.948 -2.098 2.782
H -0.729 0.273 3.172
C -3.799 0.335 0.857
H -3.539 -2.052 1.956
H -4.246 -0.335 0.111
H -2.098 -2.630 1.075
P 0.812 1.054 -1.970
C 2.182 -0.047 -2.440
C 0.048 1.397 -3.601
H 0.510 3.343 -1.290
H 1.928 3.167 -2.386
H 2.031 2.675 -0.665
C 1.388 2.726 -1.542
H -0.862 1.991 -3.472
H 0.757 1.953 -4.227
H 3.046 0.542 -2.771
H 1.842 -0.691 -3.261
H -0.200 0.446 -4.086
H 2.467 -0.677 -1.591
C -0.307 -1.806 -0.895
O -0.284 -2.888 -1.332
F 2.864 1.185 0.426
C 2.622 -0.018 1.023
C 1.371 -0.645 0.960
C 1.328 -1.813 1.725
F 0.239 -2.624 1.729
C 2.397 -2.322 2.476
F 2.232 -3.447 3.194
C 3.638 -1.703 2.437
F 4.708 -2.230 3.062
C 3.742 -0.539 1.689
F 4.941 0.060 1.554
```

Atom charges from the Löwdin analysis, given in e for atoms 1 to 6: C -0.393; I 0.747; H -0.085; H -0.015; H 0.015; Ru 0.845

---

Entry 6:
Entry from OMol25: a molecular structure, C3H3AgLiO3 in a non-equilibrium geometry (ωB97M-V/def2-TZVPD).

Frontier orbital gap (spin up / spin down) (eV): 6.506 / 4.563
Charge: +1
DFT total energy (eV): -13492.8684
HOMO energy (spin up / spin down) (hartree): -0.3907 / -0.3903
Multiplicity: 3

```
11
C3H3AgLiO3 | OMol25 | ωB97M-V/def2-TZVPD
C 0.319 -0.679 1.008
C -0.016 0.280 -0.087
O -0.463 -0.451 -1.234
O 1.203 -0.601 1.811
H 0.869 0.889 -0.327
H -0.804 0.953 0.286
O -0.669 1.480 -2.319
C -0.760 0.221 -2.330
Li 1.681 -1.289 3.585
Ag -1.324 0.959 -4.217
H -0.036 -1.762 3.824
```

Atom charges from the Löwdin analysis, given in e for atoms 1 to 6: C -0.040; C -0.156; O -0.083; O -0.054; H 0.145; H 0.149

---

> Look up the DFT total energy of the first one.

-27995.8022 eV

---

> The highest DFT total energy belongs to which entry?

C5H9NO

---

> Which of these has the lowest DFT total energy?

C14H21F5IOP2Ru